a:
Computed, not measured: one molecule with the formula C3H4O2S2, with wB97M-V/def2-TZVPD.

The value obtained for the frontier orbital gap is 0.3353 hartree. The spin multiplicity is 1. The SMILES is O=CSCOC=S. The HOMO energy is -9.16 eV.

XYZ file:
```
11
C3H4O2S2 | the Open Molecules 2025 dataset | wB97M-V/def2-TZVPD
C 0.57 -1.39 2.05
C -0.09 -0.21 -0.05
C -0.58 1.89 -1.94
H 1.38 -1.79 1.54
H -0.69 -1.13 -0.47
H 1.14 -0.27 -0.57
H -1.32 2.62 -2.47
O -0.03 -0.32 1.44
O 0.32 1.44 -2.69
S 0.35 -2.12 3.44
S -1.05 1.29 -0.28
```

---

b:
Computed, not measured: one molecule with the formula C3H4O2S2, with wB97M-V/def2-TZVPD.

The value obtained for the frontier orbital gap is 0.3317 hartree. The spin multiplicity is 1. The SMILES is S=COCOC=S. The HOMO energy is -9.13 eV.

XYZ file:
```
11
C3H4O2S2 | the Open Molecules 2025 dataset | wB97M-V/def2-TZVPD
C 1.65 0.37 0.11
C -0.37 1.21 -0.68
C -1.80 0.11 0.85
H 1.61 1.30 0.69
H -1.05 0.88 -1.49
H 0.11 2.17 -0.70
H -2.12 0.14 1.91
O 0.63 0.19 -0.74
O -1.00 1.14 0.58
S 2.90 -0.64 0.17
S -2.43 -0.95 -0.22
```

---

c:
Computed, not measured: one molecule with the formula C3H4O2S2, with wB97M-V/def2-TZVPD.

The value obtained for the frontier orbital gap is 0.3049 hartree. The spin multiplicity is 1. The SMILES is OC1=C(O)SCS1. The HOMO energy is -8.09 eV.

XYZ file:
```
11
C3H4O2S2 | the Open Molecules 2025 dataset | wB97M-V/def2-TZVPD
C -0.40 1.07 -0.01
C -0.89 -0.13 0.09
C 1.68 -0.93 -0.34
O -0.80 2.28 -0.02
O -2.25 -0.17 0.19
S 1.75 0.84 0.07
S 0.04 -1.63 0.21
H 1.98 -1.29 -1.25
H 2.35 -1.53 0.33
H -0.80 2.49 0.93
H -2.65 -1.00 -0.19
```

---

Stability, lowest: a

---

a:
Computed, not measured: a 2-piece molecular cluster, C4H5BrO2 overall, with wB97M-V/def2-TZVPD.

The value obtained for the frontier orbital gap is 0.3015 hartree. The spin multiplicity is 1. The HOMO energy is -8.34 eV.

XYZ file:
```
12
C4H5BrO2 | the Open Molecules 2025 dataset | wB97M-V/def2-TZVPD
C 3.38 2.58 0.17
C 1.49 -0.69 -1.20
C 0.15 -0.63 1.07
C 0.28 -0.13 -0.34
O 3.20 3.24 1.10
O 3.52 1.91 -0.75
Br 2.62 -1.57 -0.22
H 0.43 -1.69 1.21
H -0.92 -0.42 1.34
H 0.76 0.02 1.69
H 0.58 0.94 -0.64
H -0.63 -0.42 -0.93
```

---

b:
Computed, not measured: one molecule with the formula C4H5BrO2, with wB97M-V/def2-TZVPD.

The value obtained for the frontier orbital gap is 0.3704 hartree. The spin multiplicity is 1. The SMILES is CC[C@]1(Br)OC1=O. The HOMO energy is -9.35 eV.

XYZ file:
```
12
C4H5BrO2 | the Open Molecules 2025 dataset | wB97M-V/def2-TZVPD
C 0.61 1.78 0.02
C -0.64 0.77 0.28
C 0.70 -1.26 -0.30
C -0.72 -0.57 -0.23
O 1.69 2.10 0.28
O -0.43 1.94 -0.68
Br -1.73 1.28 1.69
H 0.88 -1.52 0.76
H 1.44 -0.59 -0.72
H 0.69 -2.14 -0.81
H -1.06 -1.08 0.69
H -1.42 -0.71 -0.98
```

---

Stability, lowest: a

---

a:
Computed, not measured: a 4-piece molecular cluster, C12H16N4 overall, with wB97M-V/def2-TZVPD.

The value obtained for the frontier orbital gap is 0.3228 hartree. The spin multiplicity is 1. The SMILES is c1cc[nH]c1.c1cc[nH]c1.CC#N.CC#N. The HOMO energy is -8.07 eV.

XYZ file:
```
32
C12H16N4 | the Open Molecules 2025 dataset | wB97M-V/def2-TZVPD
C 0.23 -0.84 4.68
C 1.44 -1.00 3.87
N 2.37 -1.11 3.21
H 0.44 -1.23 5.67
H -0.59 -1.33 4.16
H 0.04 0.24 4.71
C -0.10 -0.16 -6.04
C 0.80 0.96 -5.80
N 1.55 1.81 -5.58
H -1.14 0.11 -5.86
H 0.23 -0.99 -5.42
H -0.10 -0.45 -7.09
N -2.87 1.09 3.05
C -1.85 1.99 2.84
C -0.90 1.35 2.08
C -1.38 0.07 1.80
C -2.59 -0.10 2.44
H -3.63 1.15 3.70
H -1.88 3.00 3.22
H -0.05 1.86 1.66
H -0.86 -0.66 1.19
H -3.16 -0.99 2.64
N 1.60 0.15 -2.47
C 1.92 0.49 -1.18
C 1.54 -0.50 -0.33
C 0.92 -1.51 -1.11
C 0.99 -1.09 -2.42
H 1.89 0.70 -3.25
H 2.46 1.40 -0.96
H 1.81 -0.54 0.72
H 0.26 -2.30 -0.82
H 0.61 -1.58 -3.30
```

---

b:
Computed, not measured: one molecule with the formula C12H16N4, with wB97M-V/def2-TZVPD.

The value obtained for the frontier orbital gap is 0.3057 hartree. The spin multiplicity is 1. The SMILES is CC1(C)[C@@H]2CC=C(/C=N/n3cnnc3)[C@H]1C2. The HOMO energy is -8.78 eV.

XYZ file:
```
32
C12H16N4 | the Open Molecules 2025 dataset | wB97M-V/def2-TZVPD
N -3.68 3.04 3.13
N -3.67 1.87 3.81
N -1.32 1.16 1.41
C -2.87 2.86 2.10
C -2.59 1.20 3.46
C -0.27 -2.10 0.05
C -0.29 -0.67 0.38
C -1.28 -0.14 1.26
N -2.09 1.79 2.37
C 0.00 -0.07 -2.42
C 2.21 0.89 -2.17
C 0.79 -2.59 -0.92
C 2.10 -0.77 0.23
C 0.90 0.14 -0.09
C 1.87 -1.43 -1.08
C 1.24 -0.16 -1.57
H -2.85 3.56 1.30
H -2.46 0.20 3.81
H -0.98 -2.83 0.34
H -1.92 -0.83 1.82
H -0.94 -0.51 -1.95
H 0.35 -0.56 -3.43
H -0.09 1.08 -2.56
H 1.82 1.45 -3.05
H 2.51 1.63 -1.35
H 3.15 0.43 -2.49
H 0.37 -2.92 -1.94
H 1.14 -3.42 -0.43
H 1.94 -1.33 1.15
H 3.16 -0.40 0.29
H 1.01 1.17 0.25
H 2.73 -1.76 -1.71
```

---

Stability, lowest: b

---

a:
Computed, not measured: one molecule with the formula C17H25F3N4O3, with wB97M-V/def2-TZVPD.

The value obtained for the frontier orbital gap is 0.3410 hartree. The spin multiplicity is 1. The SMILES is CCCNC(=O)[C@H](c1n[nH]cc1C)N1CC[C@@H](C(F)(F)F)C[C@H]1C(=O)OC. The HOMO energy is -8.67 eV.

XYZ file:
```
52
C17H25F3N4O3 | the Open Molecules 2025 dataset | wB97M-V/def2-TZVPD
C 2.51 -1.92 2.36
C 3.62 -1.68 1.34
C 3.17 -1.97 -0.09
N 2.10 -1.09 -0.52
C 0.84 -1.56 -0.72
O 0.49 -2.69 -0.44
C -0.21 -0.55 -1.24
C 0.13 0.12 -2.54
N 1.37 0.36 -2.93
N 1.25 1.01 -4.09
C -0.05 1.17 -4.46
C -0.82 0.63 -3.46
C -2.30 0.55 -3.34
N -0.62 0.44 -0.22
C 0.34 1.55 -0.13
C 0.09 2.50 1.02
C 0.08 1.69 2.31
C 0.02 2.57 3.53
F -1.07 3.35 3.55
F 0.01 1.85 4.67
F 1.09 3.39 3.60
C -1.11 0.75 2.25
C -1.05 -0.19 1.04
C -2.46 -0.81 0.95
O -3.19 -0.89 1.91
O -2.82 -1.24 -0.26
C -4.11 -1.84 -0.33
H 2.85 -1.71 3.37
H 1.65 -1.28 2.16
H 2.17 -2.96 2.32
H 3.96 -0.64 1.40
H 4.48 -2.30 1.56
H 4.01 -1.86 -0.78
H 2.81 -3.00 -0.17
H 2.35 -0.30 -1.10
H -1.08 -1.17 -1.42
H 2.07 1.29 -4.60
H -0.32 1.67 -5.37
H -2.79 1.06 -4.17
H -2.64 -0.48 -3.33
H -2.64 1.01 -2.41
H 1.37 1.18 -0.03
H 0.29 2.10 -1.07
H 0.88 3.25 1.03
H -0.87 3.01 0.91
H 1.01 1.12 2.40
H -1.19 0.14 3.14
H -2.02 1.36 2.19
H -0.39 -1.03 1.31
H -4.24 -2.14 -1.37
H -4.17 -2.71 0.33
H -4.88 -1.13 -0.04
```

---

b:
Computed, not measured: one molecule with the formula C17H25F3N4O3, with wB97M-V/def2-TZVPD.

The value obtained for the frontier orbital gap is 0.3469 hartree. The spin multiplicity is 1. The SMILES is CCCNC(=O)[C@H](c1n[nH]cc1C)N1CC[C@@H](C(F)(F)F)C[C@H]1C(=O)OC. The HOMO energy is -8.75 eV.

XYZ file:
```
52
C17H25F3N4O3 | the Open Molecules 2025 dataset | wB97M-V/def2-TZVPD
C -2.32 3.17 -1.15
C -3.43 2.33 -0.52
C -3.43 0.89 -1.02
N -2.21 0.17 -0.68
C -1.26 -0.11 -1.60
O -1.33 0.23 -2.77
C -0.01 -0.86 -1.10
C -0.14 -2.32 -1.39
N -1.31 -2.94 -1.35
N -1.02 -4.21 -1.61
C 0.30 -4.42 -1.83
C 0.92 -3.21 -1.70
C 2.37 -2.86 -1.86
N 0.45 -0.62 0.27
C -0.21 -1.37 1.33
C 0.56 -1.28 2.64
C 0.72 0.18 3.03
C 1.42 0.34 4.36
F 2.67 -0.18 4.34
F 1.54 1.63 4.71
F 0.75 -0.28 5.35
C 1.46 0.91 1.92
C 0.71 0.77 0.58
C 1.63 1.41 -0.45
O 2.48 0.86 -1.09
O 1.40 2.73 -0.51
C 2.24 3.45 -1.42
H -2.37 4.20 -0.79
H -1.34 2.78 -0.90
H -2.41 3.17 -2.24
H -3.33 2.33 0.57
H -4.41 2.77 -0.74
H -4.28 0.34 -0.61
H -3.52 0.87 -2.11
H -2.10 -0.18 0.25
H 0.78 -0.48 -1.76
H -1.77 -4.88 -1.65
H 0.68 -5.40 -2.07
H 3.00 -3.74 -1.73
H 2.57 -2.45 -2.85
H 2.67 -2.11 -1.13
H -1.25 -1.05 1.52
H -0.28 -2.41 1.01
H 0.02 -1.84 3.40
H 1.54 -1.73 2.51
H -0.27 0.63 3.17
H 1.56 1.98 2.14
H 2.45 0.48 1.81
H -0.20 1.38 0.62
H 1.93 4.49 -1.34
H 3.29 3.35 -1.12
H 2.11 3.08 -2.43
```

---

Stability, lowest: a